[1]
16
Properties=species:S:1:pos:R:3:forces:R:3 method="wB97M-V/def2-TZVPD" lumo_ev=1.01 fmax_ha_per_bohr=0.086 e_above_lowest_kj_mol=215.74 smiles=CSC.CN total_energy_ha=-573.7493
C -0.91766 0.01423 3.04465 2.1 1.2 -3.7
S 0.86495 -0.52853 2.70470 -1.1 -1.2 0.6
C 1.21950 -2.22858 3.35832 1.1 0.7 0.9
H -0.70410 0.83126 3.68979 -0.9 0.5 0.8
H -1.85528 -0.48060 3.02863 -0.3 -1.5 1.3
H -1.08353 0.41489 1.98166 0.4 0.3 1.4
H 2.00850 -2.19960 4.20347 -1.2 0.0 -1.6
H 0.38848 -2.81448 3.70695 -0.7 0.3 0.3
H 1.53118 -2.75668 2.47224 0.7 -0.3 0.0
C -1.37185 1.09538 -5.71615 -0.2 -0.8 -3.0
N -0.44341 2.20043 -5.42291 -2.6 -0.1 0.0
H -2.41963 1.34091 -6.23795 2.3 0.1 1.6
H -1.48628 0.48145 -4.85120 -0.6 0.2 1.0
H -0.96553 0.28379 -6.42710 -0.2 1.3 0.5
H 0.29934 1.94062 -4.86261 1.4 -1.0 1.6
H -0.02841 2.72564 -6.13957 -0.1 0.4 -1.6



[2]
26
Properties=species:S:1:pos:R:3:forces:R:3 method="wB97M-V/def2-TZVPD" lumo_ev=-3.20 total_charge=+1 fmax_ha_per_bohr=0.038 e_above_lowest_kj_mol=46.76 total_energy_ha=-369.1597
C 1.78872 0.43900 1.17372 -0.4 1.2 0.4
C 0.37653 0.26642 0.66461 -0.4 0.1 -0.7
C 0.27961 -0.31745 -0.73142 -0.1 0.0 -0.7
C 0.31571 -1.85327 -0.74904 1.0 0.6 -0.6
C -0.84470 -2.60908 -0.18172 0.2 -1.6 1.1
C -2.08255 -2.81618 -1.04061 0.0 0.4 0.6
N -0.28802 1.66708 0.63882 0.1 -0.9 0.3
H 2.31640 1.11006 0.49044 0.3 -0.5 -0.2
H 2.29391 -0.50272 1.34583 0.1 0.0 -0.2
H 1.78233 1.01747 2.10483 0.0 -0.4 0.2
H -0.24691 -0.31934 1.34209 0.0 0.1 0.1
H 1.10175 0.07984 -1.33949 0.1 -0.2 0.2
H -0.59494 0.04241 -1.29139 -0.3 -0.1 0.4
H 0.46745 -2.12758 -1.79803 0.0 -0.2 0.1
H 1.23609 -2.13405 -0.22381 -0.1 -0.2 -0.1
H -1.05981 -2.29276 0.84649 -0.5 0.6 -0.2
H -0.49036 -3.61885 0.09297 0.2 0.2 -0.5
H -2.52993 -1.84320 -1.25624 -0.4 -0.3 -0.2
H -1.88606 -3.36984 -1.95230 0.3 0.2 -0.3
H -2.75922 -3.46392 -0.48056 -0.3 0.4 0.0
H -0.57222 1.81993 1.59745 -0.1 0.7 0.2
H -1.12424 1.65545 0.04957 0.1 0.1 0.1
H 0.33942 2.41381 0.33099 0.0 0.1 0.0
H 1.35496 5.76624 0.46526 1.1 0.1 0.7
H 0.19330 5.80126 -0.35031 -0.6 -0.4 -0.2
O 0.63278 5.18928 0.25182 -0.5 0.1 -0.5



[3]
12
Properties=species:S:1:pos:R:3:forces:R:3 method="wB97M-V/def2-TZVPD" lumo_ev="-0.85 / -1.60" fmax_ha_per_bohr=0.099 total_energy_ha=-2122.3607
C 0.01282 -1.15596 -0.33773 3.6 1.7 -3.2
C -0.41995 -0.28218 -1.51030 0.3 0.2 -1.4
O 1.19877 -1.86403 -0.48360 -3.0 0.3 3.8
F -1.60214 0.29536 -1.33322 -0.4 -0.2 0.8
F 0.41992 0.70536 -1.85857 0.7 0.1 0.8
F -0.53183 -0.97421 -2.70287 0.0 -0.6 0.8
Si 0.15649 1.36903 2.03247 -1.0 -0.2 -1.6
Cl 1.40295 1.24083 3.55688 0.9 -0.1 1.1
Cl 0.25980 3.26489 1.23786 -0.1 -0.2 0.1
Cl -1.75945 0.93097 2.63458 0.1 0.1 0.0
H -0.77189 -1.65532 0.04915 -2.2 -1.7 1.9
H 1.63450 -1.87474 -1.28463 1.1 0.6 -3.0